Entry 1:
Computed, not measured: an isolated molecule of C3H7NO2S in a non-equilibrium geometry, with ωB97M-V/def2-TZVPD.

ORCA input file:
```
! RIJCOSX wB97M-V def2-TZVPD def2/J DEFGRID3
* xyz 0 1
H -1.220 -0.484 0.566
H 1.443 -1.582 0.957
H 1.961 0.852 2.985
C 0.639 -0.031 -0.198
O -0.984 -0.079 -2.524
H -2.896 0.676 -2.341
S 2.583 0.534 1.769
C -1.483 0.151 -1.415
N -0.818 0.004 -0.205
H 1.045 1.007 -0.526
C 1.144 -0.478 1.121
H 0.428 -0.416 2.007
H 0.886 -0.848 -0.815
O -2.729 0.696 -1.382
*
```

Calculated values
Lowest unoccupied orbital energy = 0.63 eV
SMILES = O=C(O)NCCS
Orbital gap = 10.11 eV
Molecular weight = 121.16 g mol⁻¹
Energy relative to the best compared isomer or geometry (same formula, charge and spin) = 27.0 kcal per mole

Entry 2:
Computed, not measured: a structure of composition C9H12 in a non-equilibrium geometry, with ωB97M-V/def2-TZVPD.

ORCA input file:
```
! RIJCOSX wB97M-V def2-TZVPD def2/J DEFGRID3
* xyz 0 1
C -0.414 -1.331 -0.240
H -2.410 -1.099 -1.291
H 3.214 0.076 -1.886
H -2.568 1.825 1.333
C -1.821 -0.673 -0.447
C -1.991 0.833 -0.490
H 1.351 -0.732 -1.455
H -2.055 -2.419 0.665
C 1.484 -0.132 0.781
H -2.084 1.113 -1.574
C 3.580 0.547 -0.591
H 4.492 1.074 -0.609
C -1.571 -1.309 0.790
H 1.054 -0.307 1.812
C -2.428 1.919 0.240
H -0.660 -2.252 -0.746
H -2.305 2.990 -0.233
C 2.679 0.402 0.658
H -1.574 -0.555 1.713
H 3.025 0.753 1.894
C 1.002 -0.725 -0.324
*
```

Calculated values
Lowest unoccupied orbital energy = -0.10 eV
Orbital gap = 7.66 eV
Molecular weight = 120.19 g mol⁻¹
Energy relative to the best compared isomer or geometry (same formula, charge and spin) = 189.7 kcal per mole

Entry 3:
Computed, not measured: an isolated molecule of C15H15NO5S, with ωB97M-V/def2-TZVPD.

ORCA input file:
```
! RIJCOSX wB97M-V def2-TZVPD def2/J DEFGRID3
* xyz 0 1
H -5.625 0.074 0.195
C 1.354 -2.863 -0.875
C 1.395 1.710 -0.186
H -5.276 1.253 -1.083
H -2.903 0.993 -1.849
O 3.871 1.602 -1.051
C -0.264 -1.011 2.566
C 2.553 -2.397 -1.377
C -1.290 1.302 -0.629
H -1.106 -0.835 1.890
O 0.958 -0.594 1.998
O 3.244 0.315 0.993
H -4.857 -0.451 -1.312
C 3.194 -1.338 -0.753
C -4.921 0.355 -0.583
H -1.565 1.919 1.406
C 0.974 1.304 -1.437
C -0.374 1.110 -1.665
N -2.640 1.033 -0.875
C 2.640 -0.761 0.373
H 0.875 2.280 1.790
C 0.499 1.953 0.835
O -3.322 0.433 1.211
H 1.711 1.135 -2.205
O 3.495 2.737 1.095
H 0.844 -3.683 -1.359
C -3.567 0.604 0.040
H 4.117 -0.933 -1.136
C 1.421 -1.232 0.896
S 3.139 1.711 0.175
H -0.233 -2.066 2.855
C -0.852 1.755 0.615
C 0.788 -2.289 0.253
H -0.153 -2.663 0.623
H 2.989 -2.847 -2.255
H -0.720 0.785 -2.635
H -0.393 -0.399 3.457
*
```

Calculated values
Lowest unoccupied orbital energy = 0.36 eV
SMILES = COc1ccccc1OS(=O)(=O)c1ccc(NC(C)=O)cc1
Orbital gap = 9.08 eV
Molecular weight = 321.35 g mol⁻¹
Energy relative to the best compared isomer or geometry (same formula, charge and spin) = 5.8 kcal per mole

It is found that the E_HOMO values, taken in the order of the records, are -9.486; -7.757; -8.721 eV.